Record 1
The following is a DFT calculation (ωB97M-V/def2-TZVPD) of a cluster of 8 separate species, C9H18Cl12F6O3P in total in a non-equilibrium geometry.

```
49
Properties=species:S:1:pos:R:3:mulliken_charge:R:1
P -0.095 1.592 -0.807 1.20
F 0.662 1.042 -2.172 -0.39
F -1.475 1.983 -1.668 -0.38
F -0.675 0.087 -0.552 -0.36
F -0.685 2.294 0.544 -0.36
F 1.186 1.209 0.107 -0.37
F 0.564 3.005 -1.146 -0.35
C -0.077 -6.013 0.525 -0.58
O 0.898 -6.767 1.233 -0.30
C 1.363 -7.997 0.775 0.78
O 1.934 -8.808 1.519 -0.58
O 1.179 -8.169 -0.514 -0.31
C 1.599 -9.340 -1.222 -0.67
H -0.561 -5.251 1.135 0.26
H -0.893 -6.639 0.162 0.28
H 0.414 -5.522 -0.315 0.26
H 2.667 -9.337 -1.441 0.29
H 1.027 -9.481 -2.139 0.25
H 1.544 -10.229 -0.593 0.32
C -4.067 7.177 -0.020 -0.18
Cl -5.528 6.642 -0.804 -0.14
Cl -4.361 7.516 1.708 -0.17
H -3.300 6.414 -0.150 0.27
H -3.745 8.158 -0.367 0.23
C 0.645 0.180 5.463 -0.22
Cl 0.080 -1.198 6.453 -0.15
Cl 1.924 1.097 6.305 -0.16
H 1.065 -0.166 4.518 0.27
H -0.041 0.992 5.224 0.27
C 3.414 6.143 2.464 -0.18
Cl 4.783 5.887 3.501 -0.14
Cl 2.340 7.379 3.205 -0.17
H 3.775 6.523 1.508 0.25
H 2.786 5.255 2.399 0.24
C -1.421 5.931 -5.750 -0.25
Cl -3.085 5.292 -6.027 -0.15
Cl -1.240 7.412 -4.751 -0.15
H -0.745 5.172 -5.356 0.30
H -1.081 6.102 -6.771 0.25
C -5.182 -0.759 2.326 -0.19
Cl -5.140 -2.244 3.274 -0.16
Cl -6.565 0.318 2.673 -0.16
H -4.299 -0.183 2.602 0.24
H -5.168 -1.077 1.283 0.27
C 4.649 -2.166 -3.658 -0.22
Cl 4.262 -3.790 -3.082 -0.15
Cl 6.132 -2.248 -4.584 -0.15
H 3.805 -1.850 -4.272 0.26
H 4.731 -1.569 -2.749 0.26
```

## Properties
- Kohn-Sham gap: 10.8 eV
- HOMO: -8.81 eV
- Charge: -1

---

Record 2
The following is a DFT calculation (ωB97M-V/def2-TZVPD) of a structure of composition C8H17NP in a non-equilibrium geometry.

```
27
Properties=species:S:1:pos:R:3:mulliken_charge:R:1
C -2.007 -0.096 0.194 -0.01
C -2.850 1.085 -0.035 -0.64
C -2.072 2.214 0.723 -0.55
C -0.633 1.559 0.887 -0.76
C -0.014 -2.181 0.552 -1.62
C 1.564 -0.292 -1.893 -1.09
C 0.341 -0.633 0.705 -0.25
C 1.991 -0.184 -0.404 -0.11
N -0.806 0.177 0.596 0.39
P 3.274 -1.324 0.203 -0.07
H -2.239 -1.185 -0.113 0.36
H -2.966 1.104 -1.194 0.31
H -3.905 1.125 0.286 0.38
H -2.264 3.140 0.153 0.32
H -2.451 2.371 1.710 0.36
H 0.185 1.771 0.182 0.37
H -0.199 1.771 1.925 0.30
H -0.376 -2.238 -0.409 0.56
H 0.874 -2.747 0.790 0.43
H -0.756 -2.454 1.393 0.35
H 1.124 0.676 -2.291 0.27
H 0.905 -1.195 -1.985 0.29
H 2.383 -0.348 -2.592 0.43
H 0.899 -0.430 1.648 0.39
H 2.120 0.895 -0.093 0.44
H 4.460 -0.562 0.009 0.10
H 3.416 -2.018 -0.948 0.05
```

## Properties
- Kohn-Sham gap: 8.3 eV
- HOMO: -12.56 eV
- Charge: +1

---

Record 3
The following is a DFT calculation (ωB97M-V/def2-TZVPD) of the ion C3H8N2OS with charge -1 in a non-equilibrium geometry.

```
15
Properties=species:S:1:pos:R:3:lowdin_spin:R:1
N -0.919 0.967 -0.365 0.05
C -0.203 -0.130 0.337 0.05
C 1.239 0.265 0.760 0.10
S 1.351 1.707 1.899 0.50
C -0.320 -1.517 -0.365 0.02
N -1.149 -1.420 -1.435 0.01
O 0.264 -2.482 0.062 0.00
H -0.915 1.694 0.351 0.05
H -0.317 1.307 -1.115 0.05
H -0.754 -0.199 1.272 0.01
H 1.636 -0.613 1.291 0.01
H 1.863 0.430 -0.126 0.02
H 0.905 2.726 1.168 0.13
H -1.631 -0.562 -1.646 0.01
H -1.051 -2.172 -2.090 0.00
```

## Properties
- Kohn-Sham gap (alpha / beta): 2.2 / 8.8 eV
- HOMO (alpha / beta): 0.85 / -5.54 eV
- Expectation value of S²: 0.751
- 2S+1: 2
- Charge: -1

---

Record 4
The following is a DFT calculation (ωB97M-V/def2-TZVPD) of an isolated molecule of C5H7N.

```
13
Properties=species:S:1:pos:R:3:mulliken_charge:R:1
C 2.883 -0.465 -0.055 0.19
C 1.838 0.118 0.059 -0.47
C 0.558 0.833 0.059 -0.61
N -0.513 0.124 0.740 -0.34
C -1.095 -0.984 0.009 -0.25
C -1.829 0.297 0.148 -0.45
H 3.799 -0.989 -0.211 0.40
H 0.662 1.825 0.512 0.33
H 0.323 1.000 -1.008 0.26
H -1.364 -1.843 0.616 0.24
H -0.690 -1.225 -0.974 0.23
H -2.651 0.393 0.851 0.24
H -1.922 0.916 -0.746 0.22
```

## Properties
- Kohn-Sham gap: 10.5 eV
- HOMO: -9.40 eV
- Charge: 0
- SMILES string: C#CCN1CC1

---

Values of energy relative to the best compared isomer or geometry (same formula, charge and spin), in order: 52.8; 8.9; 0.0; 75.9, all in kcal/mol.